{
  "formula": "C21H12Cl5F6N6O2OsS",
  "method": "ωB97M-V/def2-TZVPD",
  "homo_energy_ev": -11.70,
  "spin_multiplicity": 1,
  "relative_energy_kcal_mol": 53.3,
  "molar_mass_g_mol": 893.92,
  "lumo_ev": -4.956,
  "total_charge": 1,
  "elements": ["Os", "C", "N", "C", "C", "N", "C", "S", "C", "C", "C", "C", "C", "N", "H", "H", "H", "H", "H", "H", "H", "H", "H", "Cl", "C", "C", "Cl", "C", "Cl", "C", "O", "C", "Cl", "C", "Cl", "C", "C", "O", "C", "F", "F", "F", "C", "F", "F", "F", "H", "H", "H", "N", "C", "N", "C", "N"],
  "xyz": [[-0.204, -0.144, 0.194], [-0.408, 3.991, 2.983], [-1.341, 3.541, 1.952], [-2.689, 3.858, 1.905], [-3.225, 3.197, 0.861], [-2.192, 2.485, 0.273], [-1.052, 2.702, 0.955], [0.485, 2.052, 0.524], [-2.246, 1.735, -0.932], [-2.783, 2.263, -2.043], [-2.819, 1.471, -3.248], [-2.280, 0.251, -3.269], [-1.640, -0.307, -2.062], [-1.774, 0.442, -0.829], [-0.668, 5.006, 3.270], [0.602, 3.975, 2.587], [-0.469, 3.333, 3.848], [-3.143, 4.517, 2.624], [-4.233, 3.146, 0.491], [-3.177, 3.269, -2.033], [-3.291, 1.882, -4.129], [-2.301, -0.375, -4.152], [-1.882, -1.359, -1.911], [2.953, -3.670, -5.746], [2.055, -2.680, -4.685], [1.451, -3.244, -3.559], [1.566, -4.917, -3.247], [0.736, -2.421, -2.696], [0.030, -3.057, -1.259], [0.578, -1.070, -2.968], [-0.127, -0.248, -2.114], [1.172, -0.510, -4.088], [0.972, 1.169, -4.386], [1.922, -1.314, -4.946], [2.664, -0.626, -6.324], [-0.921, -0.893, 4.229], [-1.420, -0.997, 2.796], [-0.715, -0.057, 2.013], [-1.184, -2.423, 2.270], [-1.596, -2.531, 0.982], [0.124, -2.696, 2.273], [-1.816, -3.348, 2.978], [-2.918, -0.618, 2.751], [-3.056, 0.660, 3.149], [-3.644, -1.382, 3.563], [-3.440, -0.699, 1.522], [0.143, -1.118, 4.255], [-1.453, -1.587, 4.876], [-1.077, 0.122, 4.586], [1.647, -0.587, 0.019], [2.709, -1.054, -0.224], [3.875, -1.393, -0.486], [4.141, -2.579, -1.055], [4.426, -3.577, -1.553]],
  "lowdin_charge": [1.369, 0.018, -0.082, -0.001, 0.010, 0.006, -0.617, 0.806, -0.280, 0.024, -0.037, -0.012, -0.282, -0.090, 0.105, 0.080, 0.106, 0.141, 0.144, 0.126, 0.123, 0.130, 0.123, 0.747, -0.690, -0.703, 0.745, -0.578, 0.825, -0.347, -0.224, -0.592, 0.776, -0.684, 0.739, 0.045, -0.390, -0.305, -0.583, 0.064, 0.160, 0.206, -0.571, 0.154, 0.191, 0.161, 0.109, 0.112, 0.102, -0.087, -0.275, 0.144, -0.320, 0.160]
}


{
  "formula": "C72H180B5F20N9O9",
  "method": "ωB97M-V/def2-TZVPD",
  "homo_energy_ev": -15.32,
  "spin_multiplicity": 1,
  "molar_mass_g_mol": 1750.31,
  "lumo_ev": -5.442,
  "total_charge": 4,
  "elements": ["C", "C", "N", "C", "C", "C", "C", "C", "O", "C", "H", "H", "H", "H", "H", "H", "H", "H", "H", "H", "H", "H", "H", "H", "H", "H", "H", "H", "H", "H", "C", "C", "N", "C", "C", "C", "C", "C", "O", "C", "H", "H", "H", "H", "H", "H", "H", "H", "H", "H", "H", "H", "H", "H", "H", "H", "H", "H", "H", "H", "C", "C", "N", "C", "C", "C", "C", "C", "O", "C", "H", "H", "H", "H", "H", "H", "H", "H", "H", "H", "H", "H", "H", "H", "H", "H", "H", "H", "H", "H", "C", "C", "N", "C", "C", "C", "C", "C", "O", "C", "H", "H", "H", "H", "H", "H", "H", "H", "H", "H", "H", "H", "H", "H", "H", "H", "H", "H", "H", "H", "C", "C", "N", "C", "C", "C", "C", "C", "O", "C", "H", "H", "H", "H", "H", "H", "H", "H", "H", "H", "H", "H", "H", "H", "H", "H", "H", "H", "H", "H", "C", "C", "N", "C", "C", "C", "C", "C", "O", "C", "H", "H", "H", "H", "H", "H", "H", "H", "H", "H", "H", "H", "H", "H", "H", "H", "H", "H", "H", "H", "C", "C", "N", "C", "C", "C", "C", "C", "O", "C", "H", "H", "H", "H", "H", "H", "H", "H", "H", "H", "H", "H", "H", "H", "H", "H", "H", "H", "H", "H", "C", "C", "N", "C", "C", "C", "C", "C", "O", "C", "H", "H", "H", "H", "H", "H", "H", "H", "H", "H", "H", "H", "H", "H", "H", "H", "H", "H", "H", "H", "C", "C", "N", "C", "C", "C", "C", "C", "O", "C", "H", "H", "H", "H", "H", "H", "H", "H", "H", "H", "H", "H", "H", "H", "H", "H", "H", "H", "H", "H", "B", "F", "F", "F", "F", "B", "F", "F", "F", "F", "B", "F", "F", "F", "F", "B", "F", "F", "F", "F", "B", "F", "F", "F", "F"],
  "xyz": [[10.006, -2.819, -4.712], [10.555, -1.826, -5.691], [9.804, -0.536, -5.738], [10.481, 0.451, -6.595], [8.351, -0.583, -6.125], [8.153, -1.342, -7.448], [9.760, 0.063, -4.335], [9.282, 1.503, -4.092], [7.889, 1.466, -4.314], [7.192, 2.637, -3.925], [9.802, -2.485, -3.711], [10.663, -3.703, -4.620], [9.077, -3.274, -5.116], [10.614, -2.069, -6.755], [11.564, -1.529, -5.579], [9.962, 1.381, -6.681], [10.634, 0.098, -7.585], [11.493, 0.596, -6.230], [8.034, 0.482, -6.139], [7.780, -1.100, -5.302], [8.397, -2.346, -7.228], [8.780, -0.872, -8.198], [7.074, -1.324, -7.798], [10.831, -0.084, -4.036], [9.125, -0.578, -3.811], [9.813, 2.276, -4.708], [9.653, 1.714, -3.086], [7.569, 3.498, -4.522], [7.359, 2.861, -2.869], [6.096, 2.510, -4.075], [2.577, -8.008, 0.598], [1.699, -7.673, 1.740], [2.000, -6.337, 2.272], [1.127, -6.105, 3.433], [3.471, -6.089, 2.707], [4.005, -7.153, 3.632], [1.774, -5.230, 1.265], [0.376, -5.149, 0.635], [-0.113, -6.232, -0.013], [-1.389, -6.100, -0.675], [2.315, -7.474, -0.282], [2.450, -9.075, 0.266], [3.670, -7.769, 0.698], [1.714, -8.393, 2.582], [0.621, -7.568, 1.468], [1.536, -6.620, 4.268], [0.147, -6.425, 3.293], [1.144, -5.017, 3.604], [3.459, -5.059, 3.146], [4.153, -6.062, 1.868], [3.445, -7.119, 4.618], [4.975, -6.846, 3.931], [3.960, -8.165, 3.233], [2.527, -5.347, 0.488], [1.907, -4.250, 1.832], [0.403, -4.268, -0.077], [-0.226, -4.861, 1.507], [-1.896, -7.091, -0.681], [-1.275, -5.778, -1.678], [-2.058, -5.420, -0.122], [3.993, 1.223, 1.139], [3.767, 0.038, 0.233], [4.900, -0.900, 0.103], [5.993, -0.224, -0.611], [5.391, -1.343, 1.452], [5.992, -2.731, 1.397], [4.370, -1.977, -0.808], [4.108, -1.531, -2.225], [5.223, -1.782, -2.993], [4.897, -2.380, -4.259], [3.974, 0.981, 2.213], [3.143, 1.906, 0.966], [4.748, 1.925, 0.843], [3.563, 0.437, -0.787], [2.937, -0.558, 0.569], [6.307, 0.724, -0.137], [5.565, 0.083, -1.579], [6.773, -0.980, -0.790], [4.425, -1.471, 2.001], [5.949, -0.567, 1.944], [6.830, -2.847, 0.753], [5.245, -3.532, 1.139], [6.283, -3.026, 2.404], [3.565, -2.417, -0.254], [5.100, -2.773, -0.936], [3.695, -0.558, -2.321], [3.337, -2.173, -2.558], [4.185, -3.196, -4.094], [5.801, -2.782, -4.611], [4.416, -1.655, -4.999], [-7.682, -2.879, 7.751], [-8.756, -2.528, 6.767], [-8.560, -2.787, 5.271], [-9.796, -2.284, 4.580], [-7.271, -2.056, 4.796], [-7.308, -0.515, 4.672], [-8.396, -4.243, 4.796], [-9.358, -5.295, 5.293], [-8.891, -5.796, 6.513], [-9.850, -6.411, 7.410], [-7.956, -2.677, 8.829], [-6.764, -2.311, 7.518], [-7.474, -3.947, 7.750], [-8.903, -1.444, 6.783], [-9.672, -3.005, 7.129], [-9.713, -2.442, 3.520], [-9.796, -1.225, 4.808], [-10.714, -2.742, 4.968], [-7.225, -2.504, 3.777], [-6.518, -2.477, 5.448], [-6.549, -0.235, 3.975], [-7.285, -0.064, 5.655], [-8.250, -0.241, 4.222], [-7.329, -4.639, 4.916], [-8.426, -4.194, 3.700], [-9.393, -6.048, 4.479], [-10.335, -4.814, 5.388], [-9.353, -6.850, 8.305], [-10.477, -7.142, 6.883], [-10.514, -5.616, 7.697], [-7.991, -5.863, -1.422], [-7.555, -4.868, -2.491], [-8.340, -3.609, -2.690], [-9.714, -4.029, -3.244], [-8.531, -2.935, -1.382], [-9.238, -1.594, -1.440], [-7.609, -2.804, -3.764], [-6.252, -2.164, -3.434], [-5.192, -3.129, -3.606], [-3.970, -2.469, -3.908], [-9.015, -6.185, -1.595], [-7.738, -5.567, -0.460], [-7.525, -6.814, -1.659], [-7.530, -5.378, -3.481], [-6.531, -4.588, -2.343], [-10.431, -3.251, -3.161], [-10.060, -4.902, -2.759], [-9.674, -4.204, -4.316], [-7.540, -2.756, -0.936], [-9.176, -3.584, -0.820], [-8.606, -0.772, -1.792], [-9.537, -1.488, -0.356], [-10.104, -1.615, -2.064], [-8.235, -1.883, -3.972], [-7.607, -3.476, -4.644], [-6.164, -1.713, -2.378], [-6.063, -1.363, -4.087], [-3.234, -2.772, -3.137], [-3.983, -1.408, -3.824], [-3.604, -2.704, -4.901], [-1.162, 5.685, -5.214], [-0.618, 4.495, -4.351], [0.465, 3.686, -5.122], [1.737, 4.412, -5.374], [0.658, 2.526, -4.118], [1.955, 1.652, -4.527], [-0.060, 3.217, -6.455], [-1.171, 2.174, -6.297], [-2.238, 2.802, -5.707], [-3.195, 1.949, -5.103], [-1.901, 6.133, -4.535], [-1.700, 5.374, -6.128], [-0.325, 6.347, -5.547], [-1.421, 3.797, -4.100], [-0.033, 4.835, -3.511], [2.323, 4.586, -4.461], [1.518, 5.325, -5.856], [2.425, 3.810, -6.107], [-0.330, 2.016, -4.077], [0.895, 3.140, -3.255], [2.845, 2.276, -4.241], [1.985, 1.360, -5.613], [2.027, 0.787, -3.913], [0.743, 2.697, -6.972], [-0.352, 4.046, -7.076], [-0.799, 1.348, -5.649], [-1.565, 1.856, -7.227], [-3.929, 2.436, -4.447], [-2.590, 1.226, -4.567], [-3.781, 1.423, -5.888], [-1.847, 7.063, 0.372], [-0.399, 6.874, -0.011], [0.443, 8.114, -0.279], [-0.115, 8.914, -1.377], [0.533, 9.123, 0.879], [1.261, 8.616, 2.200], [1.831, 7.647, -0.621], [2.094, 7.142, -2.099], [2.221, 8.294, -2.798], [2.432, 8.211, -4.178], [-2.440, 7.460, -0.519], [-1.936, 7.683, 1.256], [-2.185, 6.022, 0.641], [-0.334, 6.266, -0.887], [0.186, 6.246, 0.755], [-0.480, 8.181, -2.086], [0.594, 9.668, -1.676], [-1.018, 9.446, -0.960], [-0.440, 9.447, 1.164], [1.115, 9.985, 0.457], [0.503, 8.147, 2.805], [1.741, 9.420, 2.739], [1.931, 7.777, 1.843], [2.124, 6.869, 0.084], [2.484, 8.532, -0.496], [1.275, 6.471, -2.496], [3.020, 6.550, -1.993], [2.548, 9.217, -4.465], [1.504, 8.027, -4.710], [3.226, 7.506, -4.418], [-3.369, -0.275, -0.941], [-3.296, 0.358, 0.408], [-1.885, 0.146, 1.036], [-1.964, 0.739, 2.391], [-1.577, -1.346, 1.230], [-2.699, -2.159, 1.810], [-0.849, 0.818, 0.222], [0.566, 0.941, 0.756], [0.616, 1.880, 1.877], [0.636, 3.226, 1.435], [-2.735, 0.334, -1.617], [-4.438, -0.341, -1.216], [-3.034, -1.337, -0.833], [-3.972, -0.075, 1.138], [-3.527, 1.399, 0.466], [-2.661, 0.300, 3.077], [-2.187, 1.851, 2.366], [-1.000, 0.708, 2.830], [-0.688, -1.453, 1.842], [-1.227, -1.790, 0.325], [-3.462, -2.248, 1.085], [-3.231, -1.804, 2.770], [-2.433, -3.234, 1.977], [-1.196, 1.811, 0.031], [-0.750, 0.266, -0.718], [1.205, 1.398, -0.028], [0.919, -0.040, 1.137], [1.450, 3.428, 0.680], [0.876, 3.785, 2.320], [-0.388, 3.367, 1.089], [-0.260, 1.591, 7.931], [0.724, 1.106, 6.959], [1.430, 2.220, 6.210], [0.508, 2.996, 5.285], [2.149, 3.066, 7.149], [3.032, 2.254, 8.099], [2.500, 1.621, 5.313], [3.616, 2.609, 4.890], [3.178, 3.842, 4.417], [4.081, 4.510, 3.579], [-0.706, 2.519, 7.583], [0.033, 1.751, 8.984], [-1.143, 0.916, 7.979], [0.263, 0.582, 6.153], [1.481, 0.447, 7.365], [1.037, 3.498, 4.531], [0.021, 3.689, 5.938], [-0.213, 2.311, 4.773], [1.320, 3.533, 7.716], [2.681, 3.890, 6.631], [3.277, 2.998, 8.905], [4.032, 2.025, 7.810], [2.493, 1.478, 8.599], [1.943, 1.245, 4.500], [2.934, 0.740, 5.791], [4.107, 2.135, 4.059], [4.363, 2.735, 5.698], [3.435, 5.264, 3.131], [4.335, 3.877, 2.764], [4.888, 4.999, 4.134], [-2.394, 4.024, -1.638], [-2.412, 2.633, -2.082], [-2.788, 4.859, -2.659], [-3.084, 4.055, -0.432], [-0.977, 4.307, -1.323], [0.739, -1.983, -1.997], [-0.621, -1.997, -1.630], [0.786, -2.160, -3.358], [1.273, -0.695, -1.660], [1.501, -2.927, -1.313], [3.264, 4.091, -1.587], [1.883, 4.021, -1.521], [3.750, 4.561, -2.806], [3.599, 5.047, -0.585], [3.864, 2.830, -1.311], [1.778, -1.875, 3.345], [2.948, -1.273, 3.839], [0.649, -0.996, 3.427], [1.917, -2.111, 1.979], [1.493, -3.061, 4.027], [-6.002, -2.767, 1.715], [-5.576, -3.380, 0.534], [-5.535, -3.427, 2.825], [-5.628, -1.408, 1.708], [-7.442, -2.806, 1.735]],
  "lowdin_charge": [-0.036, -0.162, -0.289, 0.010, -0.163, -0.031, -0.083, -0.187, -0.226, -0.067, 0.074, 0.110, 0.093, 0.141, 0.122, 0.110, 0.102, 0.126, 0.132, 0.137, 0.054, 0.079, 0.118, 0.164, 0.095, 0.142, 0.138, 0.106, 0.091, 0.101, -0.057, -0.191, -0.268, 0.019, -0.158, -0.053, -0.084, -0.237, -0.192, -0.030, 0.064, 0.119, 0.099, 0.147, 0.139, 0.093, 0.099, 0.101, 0.147, 0.107, 0.103, 0.077, 0.089, 0.130, 0.130, 0.139, 0.123, 0.104, 0.077, 0.093, -0.044, -0.181, -0.268, 0.018, -0.134, -0.056, -0.063, -0.243, -0.184, -0.050, 0.078, 0.073, 0.072, 0.123, 0.105, 0.120, 0.104, 0.122, 0.123, 0.136, 0.068, 0.087, 0.091, 0.122, 0.137, 0.109, 0.095, 0.100, 0.057, 0.120, -0.063, -0.169, -0.234, 0.017, -0.131, -0.016, -0.091, -0.223, -0.204, -0.048, 0.118, 0.079, 0.076, 0.126, 0.131, 0.107, 0.091, 0.114, 0.085, 0.118, 0.074, 0.079, 0.068, 0.172, 0.122, 0.147, 0.118, 0.109, 0.095, 0.071, -0.033, -0.169, -0.258, 0.049, -0.187, -0.045, -0.058, -0.171, -0.187, -0.085, 0.080, 0.060, 0.096, 0.151, 0.116, 0.086, 0.085, 0.116, 0.124, 0.129, 0.086, 0.115, 0.060, 0.155, 0.149, 0.148, 0.103, 0.097, 0.059, 0.094, -0.025, -0.135, -0.249, 0.003, -0.081, -0.009, -0.076, -0.209, -0.217, -0.063, 0.083, 0.080, 0.071, 0.094, 0.097, 0.091, 0.074, 0.146, 0.118, 0.098, 0.077, 0.089, 0.040, 0.123, 0.131, 0.126, 0.131, 0.105, 0.074, 0.100, -0.040, -0.175, -0.277, 0.005, -0.134, -0.027, -0.064, -0.205, -0.201, -0.061, 0.118, 0.070, 0.096, 0.088, 0.153, 0.114, 0.112, 0.130, 0.103, 0.144, 0.062, 0.081, 0.074, 0.106, 0.154, 0.135, 0.112, 0.084, 0.079, 0.104, -0.045, -0.137, -0.192, -0.003, -0.143, -0.055, -0.089, -0.132, -0.244, -0.076, 0.080, 0.090, 0.086, 0.099, 0.121, 0.097, 0.139, 0.060, 0.103, 0.099, 0.026, 0.116, 0.103, 0.112, 0.127, 0.130, 0.117, 0.098, 0.068, 0.084, -0.060, -0.177, -0.268, 0.060, -0.185, -0.034, -0.055, -0.190, -0.220, -0.054, 0.079, 0.106, 0.108, 0.125, 0.125, 0.063, 0.097, 0.130, 0.135, 0.144, 0.118, 0.075, 0.068, 0.105, 0.143, 0.105, 0.135, 0.093, 0.075, 0.110, -1.191, 0.046, 0.153, 0.120, 0.022, -1.284, 0.095, 0.147, 0.088, 0.120, -1.290, 0.124, 0.110, 0.077, 0.093, -1.254, 0.112, 0.074, 0.112, 0.118, -1.299, 0.113, 0.146, 0.099, 0.053]
}